#1
C24H26N4O5S in the gas phase, computed with ωB97M-V/def2-TZVPD.

As for the HOMO energy: -8.115 eV. As for the SMILES: COc1cc(C(=O)CSc2nnc(-c3ccc(O)cc3)n2C[C@H]2CCCO2)ccc1NC(C)=O.

```
! RIJCOSX wB97M-V def2-TZVPD def2/J DEFGRID3
* xyz 0 1
C -1.30472 -3.55988 2.18691
O -1.79006 -2.95168 1.00675
C -0.88921 -2.58981 0.04862
C 0.44083 -2.96419 0.03344
C 1.27923 -2.54599 -1.00300
C 2.72237 -2.87151 -1.04803
O 3.31542 -3.04978 -2.08780
C 3.46910 -2.82539 0.27148
S 3.74778 -1.04504 0.61781
C 2.13938 -0.63582 1.15924
N 1.51129 -1.20987 2.14683
N 0.28731 -0.69079 2.19189
C 0.15836 0.20691 1.23530
C -1.11033 0.87113 1.00285
C -1.35590 1.83489 0.02705
C -2.62353 2.35670 -0.14155
C -3.67618 1.93694 0.66071
O -4.93820 2.40975 0.50915
C -3.43756 0.98802 1.65456
C -2.17646 0.46572 1.81687
N 1.33810 0.28480 0.53761
C 1.75970 1.12093 -0.54681
C 2.10882 2.54662 -0.06467
C 3.39117 2.57918 0.79252
C 4.25794 3.63443 0.10098
C 3.71650 3.59232 -1.32647
O 2.32412 3.38737 -1.18091
C 0.75657 -1.77206 -2.03570
C -0.56671 -1.37453 -2.01941
C -1.40140 -1.77282 -0.98507
N -2.75067 -1.44569 -0.90755
C -3.47028 -0.57684 -1.67640
C -4.94184 -0.58863 -1.32553
O -2.99700 0.11744 -2.54713
H -2.16813 -3.64432 2.84461
H -0.54201 -2.93519 2.65792
H -0.90737 -4.55934 1.98575
H 0.82776 -3.59269 0.81845
H 2.93658 -3.23773 1.12317
H 4.46013 -3.26397 0.16719
H -0.57886 2.20378 -0.61814
H -2.79674 3.09217 -0.91462
H -4.96730 3.03940 -0.22195
H -4.25623 0.67648 2.28438
H -1.98300 -0.27479 2.57551
H 0.98012 1.16355 -1.31017
H 2.64925 0.66463 -0.99250
H 1.25062 2.95308 0.48564
H 3.17636 2.83204 1.82853
H 3.88665 1.60734 0.77275
H 5.31919 3.40674 0.15180
H 4.08109 4.61859 0.53497
H 3.85332 4.52073 -1.88069
H 4.16868 2.76438 -1.89028
H 1.40931 -1.46955 -2.84008
H -0.96502 -0.75301 -2.80373
H -3.22276 -1.89825 -0.13560
H -5.47368 0.08882 -1.98720
H -5.08900 -0.27291 -0.29572
H -5.34294 -1.59280 -1.44452
*
```

Mulliken population analysis, charges in e, atoms 1 to 5: -0.893 -0.545 0.965 0.048 -0.191

***

#2
C24H26N4O5S in the gas phase, computed with ωB97M-V/def2-TZVPD.

As for the HOMO energy: -8.514 eV. As for the SMILES: Cc1cccc(OCc2nnc(SCC(=O)Nc3cccc(C(=O)N4CCOCC4)c3)o2)c1C.

```
! RIJCOSX wB97M-V def2-TZVPD def2/J DEFGRID3
* xyz 0 1
C -1.15761 4.47145 -4.32774
C -0.05627 4.05430 -3.40131
C 0.81080 5.00496 -2.87672
C 1.82740 4.62960 -2.02312
C 1.99518 3.29916 -1.67983
C 1.13534 2.33939 -2.19443
O 1.23469 0.99456 -1.92067
C 2.13972 0.57075 -0.94383
C 1.83565 1.13494 0.39896
N 0.68104 1.48022 0.85642
N 0.84972 1.85391 2.14260
C 2.11344 1.70887 2.40961
S 2.89444 1.96374 3.92683
C 1.43504 1.85575 5.03868
C 1.03828 0.38309 5.13557
O 1.48664 -0.34572 5.98698
N 0.19057 0.00456 4.13876
C 0.12630 -1.28125 3.58039
C 0.39029 -2.44187 4.29869
C 0.43434 -3.65646 3.63526
C 0.25156 -3.72946 2.26443
C -0.03561 -2.57231 1.55090
C -0.06265 -2.53468 0.05241
O 0.97337 -2.38667 -0.57735
N -1.26997 -2.59959 -0.53672
C -2.51695 -2.87399 0.13643
C -3.10797 -4.17252 -0.43126
O -3.26408 -4.09349 -1.82756
C -2.02996 -3.85362 -2.46954
C -1.39802 -2.54849 -1.97884
C -0.13073 -1.35984 2.21421
O 2.80759 1.26725 1.34065
C 0.09974 2.71235 -3.06086
C -0.82656 1.66929 -3.61002
H -1.06691 3.96153 -5.28594
H -1.12791 5.54387 -4.50120
H -2.12947 4.21520 -3.90755
H 0.68613 6.04497 -3.13988
H 2.49957 5.37140 -1.61814
H 2.80278 3.03041 -1.01634
H 3.18272 0.79518 -1.20724
H 2.01300 -0.52149 -0.89553
H 0.65479 2.49990 4.64072
H 1.79397 2.21174 6.00247
H -0.08969 0.73731 3.48989
H 0.58913 -2.38393 5.35548
H 0.64287 -4.55587 4.19459
H 0.34130 -4.67360 1.74861
H -2.35216 -2.96718 1.20998
H -3.21224 -2.04821 -0.05545
H -4.10230 -4.35526 -0.02131
H -2.44664 -5.01445 -0.17251
H -2.24704 -3.80217 -3.53706
H -1.33953 -4.68900 -2.27732
H -0.40356 -2.40862 -2.40402
H -2.03933 -1.70230 -2.24800
H -0.35979 -0.46693 1.65050
H -1.85850 1.90571 -3.35399
H -0.57341 0.69648 -3.20247
H -0.75256 1.62711 -4.69625
*
```

Mulliken population analysis, charges in e, atoms 1 to 5: -1.424 1.126 -0.978 -1.000 -0.622

***

Of them, #2 has the lowest stability.

***

#1
2 unconnected molecules or ions with the total composition CH2N2S2, computed with ωB97M-V/def2-TZVPD.

As for the HOMO energy (alpha / beta): -9.864 / -9.865 eV.

```
! RIJCOSX wB97M-V def2-TZVPD def2/J DEFGRID3
* xyz 0 1
C 1.49466 -0.47211 -0.16341
N 2.60873 -0.32054 0.09874
N -0.52224 0.04122 -0.15841
S -1.36701 -1.22314 0.64441
S -0.46153 1.52238 0.66445
H -1.18755 -1.70293 -0.59541
H -0.56506 2.15512 -0.49037
*
```

Mulliken population analysis, charges in e, atoms 1 to 5: 0.159 -0.378 -0.177 0.019 -0.009

***

#2
A molecular structure, CH2N2S2, computed with ωB97M-V/def2-TZVPD.

As for the HOMO energy: -8.063 eV.

```
! RIJCOSX wB97M-V def2-TZVPD def2/J DEFGRID3
* xyz 0 1
C -1.12946 0.75004 1.61597
N -0.55035 1.38831 0.87947
N 1.37557 -0.42051 -0.95088
S 0.09522 -1.01274 -1.74988
S 1.87365 -0.93139 0.35902
H 0.07944 0.07525 -2.41425
H -1.74406 0.15105 2.26054
*
```

Mulliken population analysis, charges in e, atoms 1 to 5: 0.093 -0.337 -0.061 -0.020 -0.111

***

#3
CH2N2S2 in the gas phase, computed with ωB97M-V/def2-TZVPD.

As for the HOMO energy (alpha / beta): -7.530 / -7.531 eV.

```
! RIJCOSX wB97M-V def2-TZVPD def2/J DEFGRID3
* xyz 0 1
C 0.16425 -0.37058 0.36506
N -0.78725 -1.03030 -0.05050
N 1.34569 0.03451 0.04536
S -2.02562 1.39454 -0.03689
S -2.32001 -0.53055 -0.15133
H 1.66300 0.08452 -0.92216
H 1.95993 0.41785 0.75046
*
```

Mulliken population analysis, charges in e, atoms 1 to 5: 0.252 -0.203 -0.299 -0.429 0.182

***

Of them, #1 has the lowest stability.

***

#1
A molecular structure, CH2N2S2, computed with ωB97M-V/def2-TZVPD.

As for the HOMO energy (alpha / beta): -9.335 / -9.303 eV.

```
! RIJCOSX wB97M-V def2-TZVPD def2/J DEFGRID3
* xyz 0 1
C 1.23882 0.91680 -0.06258
N 0.35509 1.68054 -0.06740
N -1.24332 -0.55775 -0.12965
S 2.26182 -0.34587 -0.03944
S -0.15039 -1.77315 -0.05453
H -0.76483 0.30207 -0.42843
H -1.69718 -0.22264 0.78202
*
```

Mulliken population analysis, charges in e, atoms 1 to 5: 0.389 -0.516 -0.432 -0.242 0.094

***

#2
CH2N2S2 in the gas phase, computed with ωB97M-V/def2-TZVPD.

As for the HOMO energy: -9.628 eV.

```
! RIJCOSX wB97M-V def2-TZVPD def2/J DEFGRID3
* xyz 0 1
C 0.37415 -0.07305 -2.63540
N 0.62198 -0.23819 0.34334
N 1.48611 0.18297 -2.46967
S -1.24373 -0.20865 -2.34144
S -0.87290 -0.25737 -0.02536
H 1.02653 -1.13847 0.56370
H -1.16913 1.20147 0.19716
*
```

Mulliken population analysis, charges in e, atoms 1 to 5: 0.400 -0.424 -0.357 -0.243 0.136

***

Of them, #2 has the lowest stability.

***

#1
2 unconnected molecules or ions with the total composition C5H12Si, computed with ωB97M-V/def2-TZVPD.

As for the HOMO energy (alpha / beta): -8.464 / -7.354 eV.

```
! RIJCOSX wB97M-V def2-TZVPD def2/J DEFGRID3
* xyz 0 1
C -3.07529 -1.10095 -0.94617
C -2.21379 -0.36820 -1.58846
C 2.75253 -0.14024 0.19032
C -0.50230 0.63240 1.76822
C 1.47626 -0.06750 -0.60465
Si 0.09818 1.19406 0.01057
H -3.90620 -1.61164 -1.52796
H -2.84755 -1.42463 0.09531
H -2.43796 -0.03550 -2.68302
H 3.56285 -0.77219 -0.29392
H 3.36214 0.77705 0.30420
H 2.59607 -0.44647 1.18809
H -1.29016 1.25132 2.15286
H -0.75718 -0.38084 1.57367
H 0.43033 0.66088 2.37425
H 0.94410 -1.02051 -0.53291
H 1.63633 0.12378 -1.65542
H 0.17164 2.72918 0.17501
*
```

Mulliken population analysis, charges in e, atoms 1 to 5: -0.474 -0.331 -1.186 -0.923 -0.423

***

#2
2 unconnected molecules or ions with the total composition C5H12Si, computed with ωB97M-V/def2-TZVPD.

As for the HOMO energy (alpha / beta): -7.524 / -7.170 eV.

```
! RIJCOSX wB97M-V def2-TZVPD def2/J DEFGRID3
* xyz 0 1
C -1.45189 -1.65954 1.43293
C -1.44492 -0.29570 1.52462
C -0.28848 0.03247 -2.85232
C 1.58019 0.47562 1.67946
C 0.62385 0.59069 -1.82767
Si -0.18416 0.86629 1.00700
H -2.17446 -2.38134 1.78383
H -0.74190 -2.21014 0.86446
H -2.31177 0.01812 2.06128
H -0.67892 -0.94676 -2.52036
H -0.98379 0.72930 -3.09584
H 0.37081 -0.14249 -3.78690
H 2.09669 1.36527 2.02294
H 1.54157 -0.29884 2.46548
H 2.21947 0.11704 0.86024
H 1.09714 1.60245 -1.71480
H 1.33739 -0.03654 -1.47057
H -0.60681 2.17409 1.56622
*
```

Mulliken population analysis, charges in e, atoms 1 to 5: -0.642 -0.228 -0.867 -1.023 -0.775

***

Of them, #1 has the lowest stability.